(1)
Formula: C24H63FN9O5
Source: the OMol25 dataset
Level of theory: the ωB97M-V functional and the def2-TZVPD basis

The total charge is +1. The value obtained for the HOMO energy is -10.9 eV. The electronic energy is -1920.76225 Eh.

XYZ file:
```
102
C24H63FN9O5 | the OMol25 dataset | the ωB97M-V functional and the def2-TZVPD basis
N 1.0325 -0.1017 -1.6647
C 0.0586 0.5527 -2.2947
N 0.0658 1.2796 -3.4312
C -1.2237 1.6868 -3.6039
N -1.9751 1.1974 -2.6120
C -3.4224 1.3269 -2.3406
C -3.9957 -0.1451 -2.2785
F -3.3429 -0.8966 -3.2633
N -1.2044 0.5004 -1.7705
H 2.0086 0.1464 -1.7785
H 0.7377 -0.8424 -1.0195
H -1.6548 2.3166 -4.3888
H -3.5161 1.8840 -1.3657
H -3.8520 1.9250 -3.1667
H -5.0841 -0.1715 -2.4685
H -3.7425 -0.5699 -1.2814
H -1.4312 0.0040 -0.9159
C 1.4487 -4.1636 -2.3993
C 1.6992 -3.6937 -0.9691
C 2.3100 -4.7702 -0.0586
O 1.3954 -5.7609 0.3748
C 1.1331 -6.7854 -0.5725
N 0.4402 -3.1724 -0.4121
H 0.5589 -4.7873 -2.4844
H 1.2970 -3.3056 -3.0583
H 2.3007 -4.7287 -2.7819
H 2.4178 -2.8688 -1.0230
H 2.6604 -4.2765 0.8539
H 3.1912 -5.2327 -0.5189
H 2.0170 -7.0298 -1.1670
H 0.3038 -6.4999 -1.2230
H 0.8265 -7.6765 -0.0246
H 0.6337 -2.7648 0.5020
H -0.1504 -3.9736 -0.1972
C -3.0023 5.1177 -1.0195
C -3.6892 4.8786 0.3226
C -3.2057 5.8159 1.4417
O -1.9342 5.4879 1.9764
C -0.8317 5.9293 1.2013
N -3.5244 3.4666 0.6953
H -1.9959 4.6966 -1.0553
H -3.5724 4.6461 -1.8243
H -2.9347 6.1838 -1.2432
H -4.7558 5.0707 0.1767
H -3.9050 5.7277 2.2782
H -3.2320 6.8652 1.1249
H -1.0294 6.8884 0.7160
H -0.5614 5.1752 0.4581
H 0.0209 6.0487 1.8703
H -4.0711 3.2862 1.5342
H -2.5608 3.3460 1.0050
C 4.5879 -3.9864 5.7482
C 5.0264 -2.9185 4.7503
C 3.9157 -1.9166 4.3877
O 2.9320 -2.4196 3.4938
C 1.9362 -3.2264 4.1012
N 5.5690 -3.5803 3.5578
H 3.9878 -4.7703 5.2850
H 5.4604 -4.4739 6.1854
H 4.0085 -3.5484 6.5646
H 5.8334 -2.3492 5.2207
H 4.3804 -1.0751 3.8649
H 3.4420 -1.5008 5.2857
H 1.6870 -2.8832 5.1086
H 2.2577 -4.2692 4.1214
H 1.0374 -3.1729 3.4836
H 5.9593 -2.8731 2.9391
H 4.7811 -3.9533 3.0319
C -7.3434 0.5315 2.6091
C -6.6411 -0.0162 1.3706
C -5.6069 -1.1144 1.6763
O -4.3823 -0.6413 2.2190
C -4.4187 -0.3610 3.6105
N -6.0352 1.1020 0.6371
H -6.7199 1.2292 3.1693
H -8.2447 1.0747 2.3215
H -7.6427 -0.2757 3.2810
H -7.4112 -0.4649 0.7361
H -5.3380 -1.5951 0.7294
H -6.0322 -1.8997 2.3123
H -5.0669 -1.0548 4.1510
H -4.7362 0.6690 3.7833
H -3.4043 -0.4601 3.9988
H -5.6600 0.7489 -0.2397
H -5.2071 1.3908 1.1535
C 4.9529 2.8183 -5.5852
C 5.1940 3.2693 -4.1475
C 5.8033 2.1776 -3.2495
O 4.8877 1.1726 -2.8338
C 4.6334 0.1659 -3.7982
N 3.9340 3.7837 -3.5957
H 4.0631 2.1953 -5.6843
H 4.8051 3.6844 -6.2318
H 5.8079 2.2582 -5.9709
H 5.9114 4.0941 -4.1842
H 6.1487 2.6548 -2.3279
H 6.6869 1.7234 -3.7136
H 5.5168 -0.0678 -4.3969
H 3.8041 0.4657 -4.4433
H 4.3261 -0.7379 -3.2667
H 4.1172 4.1824 -2.6777
H 3.3397 2.9813 -3.3967
```

Here are the Mulliken charges for atoms 1 to 99, given in e:
1. N -0.13
2. C 0.52
3. N -0.51
4. C -0.01
5. N 0.35
6. C 0.06
7. C -0.50
8. F -0.35
9. N -0.18
10. H 0.20
11. H -0.01
12. H 0.37
13. H -0.12
14. H 0.32
15. H 0.46
16. H 0.34
17. H 0.18
18. C -1.58
19. C 0.62
20. C -0.62
21. O -0.37
22. C -0.68
23. N -0.64
24. H 0.33
25. H 0.33
26. H 0.37
27. H 0.25
28. H 0.13
29. H 0.47
30. H 0.31
31. H 0.23
32. H 0.27
33. H 0.27
34. H 0.31
35. C -1.41
36. C 0.16
37. C -0.68
38. O -0.39
39. C -0.60
40. N -0.39
41. H 0.24
42. H 0.30
43. H 0.39
44. H 0.38
45. H 0.37
46. H 0.46
47. H 0.30
48. H 0.18
49. H 0.27
50. H 0.24
51. H 0.25
52. C -1.38
53. C 0.33
54. C -0.74
55. O -0.28
56. C -0.71
57. N -0.71
58. H 0.28
59. H 0.34
60. H 0.35
61. H 0.43
62. H 0.30
63. H 0.40
64. H 0.38
65. H 0.24
66. H 0.21
67. H 0.28
68. H 0.28
69. C -1.50
70. C 0.39
71. C -0.74
72. O -0.28
73. C -0.71
74. N -0.56
75. H 0.27
76. H 0.38
77. H 0.36
78. H 0.47
79. H 0.31
80. H 0.46
81. H 0.32
82. H 0.23
83. H 0.24
84. H 0.10
85. H 0.18
86. C -1.37
87. C 0.36
88. C -0.72
89. O -0.35
90. C -0.61
91. N -0.69
92. H 0.26
93. H 0.34
94. H 0.35
95. H 0.43
96. H 0.33
97. H 0.40
98. H 0.35
99. H 0.22

***

(2)
Formula: C24H64F3N5O8
Source: the OMol25 dataset
Level of theory: the ωB97M-V functional and the def2-TZVPD basis

The total charge is 0. For the energy above the lowest of the compared OMol25 structures with the same formula, charge and spin, the calculation gives 213.42 kcal per mole. The value obtained for the HOMO energy is -5.5 eV. The electronic energy is -2127.70645 Eh.

XYZ file:
```
104
C24H64F3N5O8 | the OMol25 dataset | the ωB97M-V functional and the def2-TZVPD basis
O -0.1719 -0.3931 2.2338
H 0.0948 -0.3066 3.1519
H -0.1935 0.4587 1.7917
H 0.2344 -1.0820 1.7029
C 2.3325 -5.3926 -1.5751
O 1.8212 -6.4813 -0.8101
O 2.2487 -4.2428 -0.7730
C 3.5170 -5.7960 -2.5087
F 3.4137 -7.0299 -3.0591
F 3.6321 -4.9496 -3.4987
F 4.7263 -5.8389 -1.9207
C 2.6540 -7.2011 0.1152
C 1.9533 -8.4856 0.5818
H 2.3777 -8.8174 1.5293
H 0.8754 -8.3888 0.7115
H 2.0520 -9.3082 -0.1266
H 2.9315 -6.5798 0.9667
H 3.6000 -7.5294 -0.3154
H 1.5211 -5.3939 -2.3030
C 7.8010 0.1635 -0.6188
C 6.9340 1.3766 -0.8915
C 6.5867 1.4701 -2.4293
O 5.7253 2.5397 -2.8095
C 6.3827 3.8649 -2.9112
N 5.6917 1.3280 -0.1299
H 8.7684 0.2660 -1.1105
H 7.3727 -0.7387 -1.0556
H 7.9170 -0.0735 0.4388
H 7.4310 2.2897 -0.5638
H 6.1019 0.5397 -2.7251
H 7.5488 1.4501 -2.9414
H 6.8434 4.2926 -2.0207
H 5.7603 4.6243 -3.3844
H 7.2428 3.7595 -3.5724
H 5.1787 0.5578 -0.5344
H 5.1487 2.1405 -0.3852
C 0.6264 0.3275 -6.4766
C -0.4931 0.6355 -5.4220
C -1.5990 -0.3846 -5.3864
O -2.2061 -0.5625 -6.6528
C -3.1231 -1.6759 -6.6482
N 0.1630 0.7861 -4.1098
H 0.1780 0.3898 -7.4682
H 1.0162 -0.6903 -6.4601
H 1.4329 1.0590 -6.4261
H -0.8543 1.6504 -5.5877
H -2.3788 0.0081 -4.7339
H -1.2010 -1.3289 -5.0148
H -3.5172 -1.9387 -7.6299
H -3.8666 -1.4467 -5.8848
H -2.6141 -2.5534 -6.2495
H 0.5159 -0.0806 -3.7298
H 0.9495 1.3303 -4.4344
C -1.1892 0.6070 8.4228
C -0.2125 -0.3709 7.7202
C -0.9367 -1.7652 7.5302
O -1.9023 -1.6674 6.4997
C -2.3159 -2.9801 6.1173
N 0.3567 0.3024 6.5978
H -0.7360 1.5453 8.7426
H -1.4254 0.1933 9.4032
H -2.0845 0.7497 7.8178
H 0.5428 -0.6260 8.4635
H -1.3935 -2.0326 8.4830
H -0.1628 -2.5256 7.4260
H -1.5286 -3.4672 5.5420
H -3.2362 -2.9152 5.5369
H -2.3955 -3.6415 6.9801
H 1.3622 0.2822 6.6902
H 0.2479 1.2620 6.8934
C 0.9272 5.9934 1.2973
C -0.5633 5.9489 1.1885
C -1.1350 6.9241 0.0947
O -2.6292 6.8593 -0.0510
C -3.4058 7.0313 1.1443
N -0.8678 4.5951 0.8206
H 1.3934 5.2462 1.9395
H 1.2482 6.9323 1.7485
H 1.4184 5.8575 0.3338
H -1.0810 6.1655 2.1229
H -0.7454 6.7550 -0.9092
H -0.8811 7.9598 0.3207
H -3.2955 6.2158 1.8591
H -4.4766 7.2043 1.0365
H -3.1543 7.9476 1.6784
H -0.7356 4.4810 -0.1742
H -1.8769 4.5881 0.8625
C -6.5295 0.9481 -1.1873
C -6.2437 0.0398 0.0623
C -5.4635 -1.2189 -0.3292
O -6.2868 -1.8911 -1.2951
C -5.6654 -3.0986 -1.7772
N -5.4274 0.8383 0.9762
H -6.9725 0.3512 -1.9845
H -5.6172 1.4205 -1.5515
H -7.1879 1.7982 -1.0083
H -7.1160 -0.3166 0.6101
H -5.2488 -1.8070 0.5631
H -4.4755 -0.8940 -0.6552
H -6.1612 -3.3963 -2.7011
H -6.0051 -3.8822 -1.1000
H -4.5948 -2.9704 -1.9373
H -6.0381 1.5142 1.4123
H -5.1806 0.2915 1.7887
```

Here are the Mulliken charges for atoms 1 to 99, given in e:
1. O -0.38
2. H 0.43
3. H 0.44
4. H 0.47
5. C 0.08
6. O -0.29
7. O -0.92
8. C 0.72
9. F -0.28
10. F -0.26
11. F -0.29
12. C -0.12
13. C -1.18
14. H 0.35
15. H 0.31
16. H 0.28
17. H 0.26
18. H 0.22
19. H 0.11
20. C -1.52
21. C 0.43
22. C -0.69
23. O -0.30
24. C -0.78
25. N -0.75
26. H 0.37
27. H 0.33
28. H 0.39
29. H 0.31
30. H 0.37
31. H 0.33
32. H 0.29
33. H 0.28
34. H 0.33
35. H 0.31
36. H 0.29
37. C -1.32
38. C 0.40
39. C -0.69
40. O -0.32
41. C -0.69
42. N -0.70
43. H 0.31
44. H 0.30
45. H 0.44
46. H 0.17
47. H 0.35
48. H 0.38
49. H 0.26
50. H 0.26
51. H 0.32
52. H 0.29
53. H 0.24
54. C -1.48
55. C 0.28
56. C -0.77
57. O -0.33
58. C -0.80
59. N -0.62
60. H 0.46
61. H 0.39
62. H 0.35
63. H 0.30
64. H 0.38
65. H 0.40
66. H 0.32
67. H 0.24
68. H 0.33
69. H 0.28
70. H 0.27
71. C -1.57
72. C 0.36
73. C -0.65
74. O -0.35
75. C -0.70
76. N -0.62
77. H 0.38
78. H 0.38
79. H 0.29
80. H 0.34
81. H 0.30
82. H 0.37
83. H 0.25
84. H 0.29
85. H 0.30
86. H 0.30
87. H 0.31
88. C -1.24
89. C 0.41
90. C -0.71
91. O -0.33
92. C -0.73
93. N -0.70
94. H 0.31
95. H 0.33
96. H 0.35
97. H 0.27
98. H 0.35
99. H 0.36